(1)
ORCA calculation (ωB97M-V/def2-TZVPD) on an isolated molecule of C24H32N2O2.

```
! RIJCOSX wB97M-V def2-TZVPD def2/J DEFGRID3
* xyz 0 1
C 1.39304 3.50535 1.43774
C 2.20106 3.76035 0.42774
C 3.22380 2.81099 -0.12405
O 3.03861 1.52410 0.41772
C 3.78992 0.49101 -0.06074
C 4.86310 0.64300 -0.93268
C 5.57871 -0.46192 -1.36231
C 5.23692 -1.72936 -0.93064
C 4.17048 -1.88453 -0.06241
C 3.43814 -0.79449 0.37767
C 2.27626 -1.00340 1.31017
N 1.34095 -1.98518 0.77889
C 0.25146 -2.29907 1.68478
C -0.88119 -1.26574 1.61647
N -1.44056 -1.14315 0.27604
C -2.27672 -2.27101 -0.10817
H -1.69734 -3.10186 -0.53988
C -3.36364 -1.87182 -1.11702
C -4.20715 -0.71047 -0.66564
C -4.78628 -0.68534 0.59749
C -5.55556 0.39029 1.00152
C -5.76532 1.45734 0.14566
C -5.20946 1.43581 -1.12051
C -4.43917 0.35896 -1.52098
H -4.01407 0.34799 -2.51547
H -5.37259 2.26098 -1.79809
H -6.36173 2.29941 0.46353
H -5.99402 0.39489 1.98895
H -4.64054 -1.51526 1.27339
H -2.90627 -1.62809 -2.07794
H -4.00331 -2.74619 -1.27330
H -2.75924 -2.64771 0.79602
C -0.39379 -0.82873 -0.70189
C 0.83804 -1.75978 -0.56488
H 0.56389 -2.74879 -0.95448
H 1.65156 -1.37700 -1.18243
C -0.00802 0.65664 -0.65622
H 0.70020 0.84593 -1.46534
H 0.48400 0.91117 0.27878
C -1.21101 1.58908 -0.82148
O -2.04293 1.61026 0.30668
H -2.30083 0.68867 0.47514
H -1.78405 1.29908 -1.71552
H -0.85978 2.61654 -0.95527
H -0.82374 -1.01080 -1.69416
H -0.50361 -0.28413 1.91222
H -1.68362 -1.53357 2.30785
H -0.13790 -3.28423 1.40223
H 0.64178 -2.36766 2.70217
H 2.65488 -1.42202 2.25123
H 1.82057 -0.03236 1.54012
H 3.87844 -2.86559 0.27968
H 5.79629 -2.58941 -1.26566
H 6.40904 -0.32182 -2.03867
H 5.15462 1.62112 -1.28222
H 3.12958 2.77981 -1.22085
H 4.23015 3.19122 0.11790
H 2.17994 4.71441 -0.08162
H 0.67420 4.22596 1.78496
H 1.41952 2.56175 1.95318
*
```

The orbital gap is 8.46 eV. For the LUMO energy, the calculation gives 0.8122 eV. As for the SMILES: C=CCOc1ccccc1CN1CCN(CCc2ccccc2)[C@@H](CCO)C1. The energy above the lowest of the compared OMol25 structures with the same formula, charge and spin comes out at 80.0 kcal per mole. The calculation puts the energy at -1193.67046 a.u.



(2)
ORCA calculation (ωB97M-V/def2-TZVPD) on an isolated molecule of C2H3IN2S.

```
! RIJCOSX wB97M-V def2-TZVPD def2/J DEFGRID3
* xyz 0 1
C -0.26823 -0.73264 0.14001
C -0.47600 0.78847 0.04284
N 1.05614 -1.14991 -0.38698
N 1.70268 -0.32553 -0.95408
S 0.90223 1.26469 -0.96801
I -0.54568 1.56825 2.09570
H -0.21796 -1.23288 1.13283
H -0.81201 -1.44599 -0.56895
H -1.34116 1.26556 -0.53335
*
```

The orbital gap is 9.27 eV. For the LUMO energy, the calculation gives -0.0702 eV. As for the SMILES: I[C@@H]1CN=NS1. The energy above the lowest of the compared OMol25 structures with the same formula, charge and spin comes out at 38.6 kcal per mole. The calculation puts the energy at -883.33095 a.u.



(3)
ORCA calculation (ωB97M-V/def2-TZVPD) on a 2-piece molecular cluster, C3H6FNSi overall.

```
! RIJCOSX wB97M-V def2-TZVPD def2/J DEFGRID3
* xyz 0 1
C -2.92388 1.22322 -0.43724
C 1.75156 1.42972 1.08152
C -0.31863 -0.96660 0.30579
N -3.75491 1.53758 -1.12333
F 1.00690 -0.59833 2.93332
Si 0.91446 -0.21165 1.41186
H 2.76748 1.42143 0.49829
H 1.06289 1.76590 0.35460
H 1.91429 1.83251 2.07610
H -0.59080 -1.95046 0.63473
H -2.09859 0.72711 0.14893
H -0.28991 -0.75225 -0.77155
*
```

The orbital gap is 8.71 eV. For the LUMO energy, the calculation gives -0.0382 eV. As for the SMILES: C=[Si](C)F.C#N. The energy above the lowest of the compared OMol25 structures with the same formula, charge and spin comes out at 53.5 kcal per mole. The calculation puts the energy at -561.97855 a.u.



| no. | M (g/mol) |
| --- | --- |
| 1 | 380.5 |
| 2 | 214.0 |
| 3 | 103.2 |